Record 1
104
Properties=species:S:1:pos:R:3 method="wB97M-V/def2-TZVPD" smiles="CC[C@H](F)c1cc2c(cc1CCc1ccccc1)C(=O)N(P(O)Br)C2=O.CCCCCC.CCCCCC.CCCCCC" energy_ev=-129015.3922 e_homo_ev=-9.008 gap_ev=7.81
C 0.1736 -1.8349 2.8381
C 0.7180 -2.5656 1.5167
C 1.2030 -1.5845 0.3474
F 1.7060 -0.3045 0.8537
C 0.0647 -1.2104 -0.7196
C -1.3658 -0.9158 -0.1235
C -2.4518 -0.5306 -1.1479
C -2.1792 -0.4023 -2.6807
C -0.7945 -0.6963 -3.2924
C 0.3338 -1.1096 -2.2699
C 1.7755 -1.4205 -2.9046
C 1.6742 -2.3901 -4.2305
C 2.6544 -3.6547 -3.9845
C 4.0258 -3.8745 -4.7431
C 4.8623 -5.1374 -4.3463
C 4.3733 -6.1804 -3.2765
C 3.0049 -5.9751 -2.5437
C 2.1908 -4.7019 -2.9273
C -3.5684 0.0576 -3.3154
O -4.0863 -0.1207 -4.4298
N -4.1810 0.7687 -2.1446
P -3.5205 2.4040 -1.9054
O -2.8019 2.5309 -0.3426
Br -5.2980 3.8608 -1.8201
C -4.0030 -0.1867 -1.0026
O -4.8772 -0.5995 -0.2214
H -0.9736 -1.7180 2.8719
H 0.6817 -0.8341 3.0670
H 0.4260 -2.5200 3.7367
H 1.6502 -3.1679 1.8457
H -0.0147 -3.3649 1.1143
H 2.1220 -2.0832 -0.1411
H -1.6131 -0.9651 0.9841
H -0.6371 -0.6211 -4.4146
H 2.4680 -1.9373 -2.1582
H 2.2757 -0.4207 -3.2017
H 2.1173 -1.8133 -5.1221
H 0.6074 -2.7187 -4.4573
H 4.4107 -3.1297 -5.5157
H 5.8836 -5.3830 -4.8202
H 5.0164 -7.1032 -3.0312
H 2.6260 -6.7049 -1.7432
H 1.1845 -4.5297 -2.4101
H -1.8669 2.2065 -0.3923
C 5.5792 -1.5531 -2.2043
C 6.2012 -0.6322 -3.2464
C 7.3440 -1.2881 -4.0233
C 8.5531 -1.7000 -3.1778
C 9.2084 -0.5676 -2.3860
C 9.7798 0.5312 -3.2720
H 6.3060 -1.8409 -1.4411
H 4.7535 -1.0453 -1.6988
H 5.1794 -2.4567 -2.6699
H 6.5421 0.2899 -2.7668
H 5.4217 -0.3368 -3.9588
H 7.6679 -0.6048 -4.8150
H 6.9606 -2.1789 -4.5356
H 9.3013 -2.1491 -3.8417
H 8.2589 -2.4921 -2.4810
H 10.0220 -0.9890 -1.7850
H 8.4967 -0.1343 -1.6763
H 10.5296 0.1270 -3.9578
H 10.2606 1.2983 -2.6592
H 9.0010 1.0203 -3.8622
C -5.1469 11.0402 0.9972
C -4.1911 9.9137 1.3704
C -3.7752 9.0555 0.1743
C -4.9183 8.3069 -0.5182
C -5.7218 7.3695 0.3842
C -4.8869 6.2376 0.9675
H -6.0847 10.6552 0.5900
H -5.3894 11.6363 1.8802
H -4.6941 11.7027 0.2544
H -4.6406 9.2927 2.1507
H -3.2898 10.3547 1.8111
H -3.0161 8.3387 0.5036
H -3.2810 9.6946 -0.5672
H -4.4979 7.7273 -1.3486
H -5.6039 9.0285 -0.9752
H -6.5369 6.9334 -0.2048
H -6.1968 7.9311 1.1947
H -4.4416 5.6344 0.1722
H -5.5140 5.5828 1.5784
H -4.0836 6.6152 1.6052
C -4.6865 -2.3879 7.9109
C -5.1424 -3.1616 6.6799
C -4.4535 -4.5195 6.5327
C -2.9342 -4.4614 6.3462
C -2.4578 -3.6411 5.1467
C -2.9370 -4.1970 3.8122
H -3.6196 -2.1568 7.8700
H -5.2276 -1.4415 7.9824
H -4.8813 -2.9597 8.8223
H -4.9873 -2.5532 5.7842
H -6.2231 -3.3271 6.7542
H -4.9047 -5.0525 5.6896
H -4.6700 -5.1262 7.4200
H -2.5592 -5.4870 6.2470
H -2.4695 -4.0605 7.2532
H -1.3619 -3.6297 5.1460
H -2.7745 -2.5979 5.2452
H -2.5902 -5.2247 3.6722
H -2.5456 -3.5928 2.9889
H -4.0271 -4.1881 3.7388

Record 2
57
Properties=species:S:1:pos:R:3 method="wB97M-V/def2-TZVPD" total_charge=-1 energy_ev=-39169.1773 e_homo_ev=-0.246 gap_ev=1.83 relative_energy_kcal_mol=163.8
N -5.7320 -14.0826 20.6031
H -5.0110 -14.7899 20.5941
H -5.3270 -13.4589 21.2864
H -6.4476 -14.6578 21.0241
H -5.7891 -13.7459 19.6526
C -4.1688 -11.1552 24.1575
O -4.1990 -11.6735 23.0738
O -3.4640 -10.1093 24.3526
O -4.9044 -11.4139 25.0635
C -5.3493 -16.5217 17.0238
O -5.3038 -16.7954 18.4034
C -4.5746 -17.9927 18.7051
C -4.3527 -18.1050 20.2018
N -3.4488 -17.0726 20.6236
C -3.3243 -17.1487 22.0577
C -1.9895 -16.4886 22.4013
O -0.8864 -17.1737 21.7638
C -0.1336 -18.0216 22.5327
H -5.8480 -15.5800 16.7945
H -5.9859 -17.0510 16.3147
H -4.3347 -16.4954 16.6264
H -3.6346 -18.0071 18.1534
H -5.1124 -18.7570 18.1439
H -4.0177 -19.1412 20.2479
H -5.3098 -17.9930 20.7113
H -2.5012 -17.1620 20.2858
H -3.4828 -18.1365 22.4904
H -4.1338 -16.6147 22.5554
H -1.7520 -16.1033 23.3930
H -2.1441 -15.5011 21.9665
H 0.5618 -18.3905 21.7788
H -0.7588 -18.8318 22.9080
H 0.4150 -17.3906 23.2320
C -2.7597 -8.4567 19.9643
O -2.1785 -7.9996 18.9763
N -3.7929 -9.1599 19.9547
N -2.6307 -7.9115 21.1648
H -4.1364 -9.5160 20.8353
H -4.0326 -9.4519 19.0180
H -1.9611 -7.1727 21.3258
H -3.0413 -8.3687 21.9663
C -10.2510 -16.7237 21.4728
O -9.3253 -16.0609 21.1889
N -11.1892 -16.4506 22.3316
N -10.4247 -17.9112 20.9577
H -11.0826 -15.5905 22.8502
H -11.9402 -17.0840 22.5658
H -9.6266 -18.2616 20.4474
H -11.2055 -18.4992 21.2122
C -7.4542 -11.4904 16.8548
O -6.5537 -12.2581 17.2024
N -7.1730 -10.4194 16.1234
N -8.7390 -11.7170 16.8481
H -7.9211 -9.8170 15.8112
H -6.2262 -10.2468 15.8170
H -9.0008 -12.5942 17.2747
H -9.3511 -10.9165 16.7798

Record 3
39
Properties=species:S:1:pos:R:3 method="wB97M-V/def2-TZVPD" energy_ev=-27031.9464 e_homo_ev=-9.641 gap_ev=8.75 relative_energy_kcal_mol=230.6
H -0.1894 0.6774 -0.0608
H 1.0202 -0.1623 0.3267
H -2.6417 -0.5668 2.0363
H -1.8100 0.4806 2.5709
H 0.2202 4.4989 -1.8217
H -0.0037 4.4055 -0.2133
H 0.3326 -2.6648 -2.7154
H -0.1011 -1.7997 -3.7877
H 1.9724 -1.8980 -2.1176
H 1.9368 -3.3628 -1.6608
H 3.7100 -2.3727 4.0787
H 4.0286 -2.1248 2.5793
H -0.8376 1.2445 4.5252
H -2.0978 1.9892 4.0658
H 4.5622 1.7150 0.4573
H 4.8150 3.1769 0.0909
H 3.0914 -3.7741 2.2968
H 2.0351 -3.2797 1.5546
H -3.3153 -1.0289 -0.0199
H -3.3587 -1.8843 1.0726
H -2.0303 -0.1477 -1.8944
H -1.4668 1.2580 -2.4497
H -5.0504 0.0880 -0.1543
H -3.8363 0.5584 -0.6962
H -0.0148 2.2844 -2.9693
H -0.5923 1.7750 -4.3284
O 0.7701 0.6518 -0.0227
O -2.4098 -0.1330 2.8920
O -0.0196 5.0227 -0.9657
O 0.6537 -2.4439 -3.5813
O 2.0330 -2.8605 -2.4686
O 3.3745 -2.0033 3.2785
O -1.3047 1.4712 3.7281
O 4.6766 2.3528 -0.2836
O 2.1465 -3.6559 2.3717
O -3.9659 -1.2626 0.5833
O -1.3713 0.3167 -2.5435
O -4.4140 0.8539 -0.0642
O -0.5476 2.6051 -3.6895

Record 4
106
Properties=species:S:1:pos:R:3 method="wB97M-V/def2-TZVPD" total_charge=+3 energy_ev=-80186.0568 e_homo_ev=-16.172 gap_ev=4.43
Hf 19.0523 -6.2158 -2.3771
C 17.4560 -10.1982 -3.2886
C 18.5088 -9.4083 -4.0479
C 18.4575 -9.7340 -5.5467
O 18.4954 -8.0564 -3.6339
H 17.4209 -11.2313 -3.6360
H 16.4548 -9.7988 -3.4662
H 17.4721 -10.2465 -2.1992
H 19.4688 -9.8346 -3.7320
H 18.4982 -10.8073 -5.7306
H 19.2867 -9.3250 -6.1260
H 17.5404 -9.3796 -6.0216
O 18.1051 -4.8787 -3.9500
P 17.6858 -4.0874 -5.1691
N 16.3658 -3.0855 -4.9281
C 16.2575 -1.8281 -5.7015
C 15.1648 -3.5582 -4.2227
N 17.1215 -5.0650 -6.4517
C 16.1131 -4.6178 -7.3959
C 17.7940 -6.3343 -6.7625
N 18.8401 -3.0612 -5.7892
C 19.4838 -2.0124 -4.9994
C 19.2544 -3.1453 -7.1888
H 15.2238 -1.4904 -5.7820
H 16.5155 -1.9395 -6.7539
H 16.8355 -1.0670 -5.1832
H 14.4562 -3.9338 -4.9636
H 14.6814 -2.7672 -3.6495
H 15.3492 -4.3551 -3.5013
H 16.5171 -3.7950 -7.9867
H 15.7699 -5.4006 -8.0709
H 15.1876 -4.2952 -6.9176
H 18.5162 -6.2957 -7.5819
H 18.3113 -6.7397 -5.8922
H 17.0664 -7.0842 -7.0763
H 19.5901 -2.4911 -4.0201
H 20.5253 -1.8746 -5.2872
H 18.9879 -1.0456 -4.9367
H 19.6541 -4.0855 -7.5698
H 20.0334 -2.4388 -7.4771
H 18.4325 -2.8238 -7.8327
O 21.0798 -7.3336 -2.5028
P 22.2187 -8.2948 -2.5229
N 23.3907 -7.8903 -1.3639
C 24.3109 -8.8898 -0.8636
C 23.7132 -6.4907 -1.1252
N 23.0244 -8.3792 -3.9908
C 23.9676 -7.3685 -4.4229
C 22.4468 -9.1126 -5.1465
N 21.8024 -9.8905 -2.1854
C 22.6964 -11.0123 -2.4627
C 20.6746 -10.3287 -1.3467
H 24.9210 -9.3525 -1.6416
H 23.8406 -9.6022 -0.1885
H 25.0670 -8.3321 -0.3093
H 22.8120 -5.8838 -1.1970
H 24.5215 -6.1791 -1.7942
H 24.2036 -6.2889 -0.1712
H 24.4513 -7.7058 -5.3354
H 23.4652 -6.4041 -4.5307
H 24.8005 -7.2610 -3.7252
H 23.1167 -9.0768 -5.9987
H 22.2760 -10.1508 -4.8561
H 21.4334 -8.8311 -5.4481
H 23.7347 -10.7732 -2.6776
H 22.6523 -11.7016 -1.6202
H 22.3249 -11.5395 -3.3452
H 20.3225 -11.3050 -1.6708
H 19.8743 -9.5937 -1.4722
H 20.9710 -10.2987 -0.2972
O 16.6325 -6.6092 -2.1611
P 15.2054 -6.9899 -1.8956
N 14.5466 -6.0716 -0.6339
C 14.8227 -4.6478 -0.4837
C 13.3712 -6.4878 0.1067
N 15.0194 -8.6231 -1.4925
C 15.6635 -9.1320 -0.2640
C 13.7682 -9.3207 -1.7993
N 14.1959 -6.7993 -3.1944
C 14.6440 -7.3604 -4.4884
C 12.8941 -6.1268 -3.1982
H 15.8018 -4.3594 -0.8778
H 14.9984 -4.4447 0.5746
H 14.0969 -3.9556 -0.9128
H 13.4795 -6.1147 1.1242
H 13.3283 -7.5748 0.1345
H 12.4562 -6.1523 -0.3845
H 15.4358 -10.1791 -0.0863
H 16.7325 -8.9653 -0.4120
H 15.3654 -8.5273 0.5954
H 13.4230 -9.0674 -2.8005
H 13.8788 -10.3975 -1.6894
H 12.9566 -8.9877 -1.1481
H 13.8465 -7.3692 -5.2288
H 15.3720 -6.6282 -4.8511
H 15.1343 -8.3281 -4.3954
H 12.7875 -5.4480 -4.0447
H 12.7811 -5.4740 -2.3354
H 12.1503 -6.9232 -3.2189
C 15.1335 -13.0279 -3.9209
N 15.9149 -14.0203 -4.7143
O 16.4102 -13.6626 -5.7768
O 16.1779 -15.0447 -4.1418
H 15.7172 -12.7886 -3.0329
H 14.1412 -13.3848 -3.6623
H 15.1075 -12.0792 -4.4544

Record 5
33
Properties=species:S:1:pos:R:3 method="wB97M-V/def2-TZVPD" total_charge=+1 energy_ev=-18312.2664 e_homo_ev=-12.138 gap_ev=8.08 relative_energy_kcal_mol=63.5
C -2.2753 -3.2594 -4.2452
O -1.6313 -3.4753 -2.9693
C -0.9399 -2.4588 -2.4025
C -0.4424 -2.6991 -1.0918
C 0.0866 -1.6603 -0.3627
C 0.1975 -0.3547 -0.9011
C 0.9669 0.6051 -0.1550
O 1.0786 1.8101 -0.6491
C 2.2206 2.6481 -0.3333
C -0.3088 -0.1330 -2.2116
C -0.8171 -1.1749 -2.9706
H -2.7975 -4.2020 -4.4231
H -3.0101 -2.4344 -4.2138
H -1.5217 -3.0922 -5.0337
H -0.5602 -3.7003 -0.6907
H 0.4748 -1.8182 0.6511
H 1.5990 0.2681 0.6621
H 2.2070 3.3657 -1.1590
H 2.0572 3.1328 0.6473
H 3.1391 2.0291 -0.3354
H -0.2088 0.8492 -2.6521
H -1.1840 -0.9978 -3.9789
C 0.3989 1.2955 5.3259
C -0.2268 1.6898 4.2108
C 0.5364 1.8701 2.9117
N -0.0255 1.1209 1.7540
H -0.1049 1.3165 6.2874
H 1.4225 0.9196 5.2843
H -1.3100 1.8987 4.1206
H 0.6521 2.9191 2.5970
H 1.5558 1.5304 3.1158
H -0.6936 0.3888 2.0791
H -0.5347 1.8030 1.1320

Record 6
119
Properties=species:S:1:pos:R:3 method="wB97M-V/def2-TZVPD" total_charge=+1 energy_ev=-98888.5679 e_homo_ev="-7.770 / -9.131" spin_multiplicity=3 gap_ev="5.61 / 6.91" relative_energy_kcal_mol=24.0
Ti 0.1439 -0.8324 -0.9472
C -4.1325 3.3602 2.1400
C -3.7316 1.8810 2.1941
C -4.1471 1.2345 0.8669
C -4.4904 1.1715 3.3196
P -1.8786 1.4744 2.3807
C -1.2093 2.6148 1.0379
N 0.1356 2.2869 0.5708
B 0.6673 1.0431 0.0125
N 2.1038 1.3192 -0.0441
C 3.1764 0.3992 -0.3199
P 2.6055 -1.3470 -0.0163
C 3.9596 -2.2838 -0.9550
C 3.9662 -3.7536 -0.5244
C 3.5298 -2.2213 -2.4295
C 5.3696 -1.7067 -0.8311
C 2.9048 -1.5498 1.8528
C 2.2298 -2.8528 2.3002
C 2.2049 -0.3981 2.5828
C 4.3726 -1.5679 2.2743
C 2.3743 2.6219 0.3419
C 3.5654 3.3297 0.3571
C 3.5351 4.6615 0.7544
C 2.3354 5.2638 1.1087
C 1.1370 4.5587 1.0813
C 1.1588 3.2220 0.7101
C -1.3021 2.2935 3.9999
C 0.1816 2.6379 3.8498
C -1.4274 1.2023 5.0741
C -2.0375 3.5459 4.4738
H -5.1057 3.4491 1.6474
H -3.4199 3.9583 1.5702
H -4.2279 3.7939 3.1318
H -5.2391 1.1936 0.7986
H -3.7540 0.2260 0.7752
H -3.7786 1.8127 0.0207
H -5.5685 1.2619 3.1577
H -4.2634 1.6037 4.2942
H -4.2343 0.1087 3.3487
H -1.2053 3.6361 1.4181
H -1.9109 2.5713 0.2023
H 4.0425 0.6240 0.3094
H 3.5024 0.4671 -1.3659
H 2.9775 -4.2042 -0.6359
H 4.2907 -3.8716 0.5092
H 4.6625 -4.3142 -1.1531
H 2.5290 -2.6340 -2.5605
H 4.2215 -2.8070 -3.0409
H 3.5339 -1.1981 -2.8119
H 5.7604 -1.7824 0.1811
H 5.4179 -0.6645 -1.1475
H 6.0358 -2.2764 -1.4848
H 1.1639 -2.8114 2.0760
H 2.3461 -2.9743 3.3805
H 2.6645 -3.7317 1.8198
H 1.1570 -0.3220 2.2890
H 2.6947 0.5584 2.3979
H 2.2522 -0.5865 3.6601
H 4.9004 -2.4426 1.8952
H 4.4214 -1.6049 3.3658
H 4.9001 -0.6673 1.9561
H 4.4954 2.8662 0.0508
H 4.4503 5.2384 0.7714
H 2.3346 6.3054 1.4029
H 0.2166 5.0647 1.3450
H 0.7543 1.8077 3.4334
H 0.5955 2.8770 4.8337
H 0.3344 3.5102 3.2188
H -0.8137 0.3358 4.8181
H -2.4606 0.8710 5.1935
H -1.0850 1.5920 6.0367
H -2.0213 4.3386 3.7242
H -1.5314 3.9238 5.3671
H -3.0699 3.3342 4.7490
N -0.4009 -2.2830 -3.7399
C -0.3616 -3.2799 -2.7823
C -0.8711 -4.5392 -3.1114
C -0.7905 -5.5581 -2.1870
C -0.1831 -5.2928 -0.9622
C 0.2618 -4.0180 -0.7112
N 0.1479 -2.9951 -1.5790
C 0.4548 -1.1758 -3.8940
C 0.8798 -0.8963 -5.1877
C 1.6248 0.2379 -5.4459
C 1.8874 1.0845 -4.3723
C 1.4452 0.7449 -3.1196
N 0.7610 -0.3987 -2.8264
H -0.7284 -2.6242 -4.6283
H -1.3042 -4.7142 -4.0882
H -1.1735 -6.5429 -2.4163
H -0.0578 -6.0720 -0.2237
H 0.7365 -3.7754 0.2298
H 0.6268 -1.5811 -5.9875
H 1.9736 0.4600 -6.4440
H 2.4334 2.0062 -4.5157
H 1.6102 1.4130 -2.2868
N -2.5354 -2.7830 0.1275
C -1.5934 -2.4438 1.0351
N -1.7060 -2.9905 2.2654
O -0.6539 -1.6646 0.7884
H -3.2412 -3.4724 0.3077
H -2.4491 -2.3814 -0.7894
H -2.5358 -3.4831 2.5426
H -1.1128 -2.6194 2.9882
C -2.6625 1.2241 -4.4868
C -3.4357 0.7026 -3.2622
C -4.2202 1.8533 -2.6150
C -4.4010 -0.4202 -3.6764
C -2.4484 0.1548 -2.3312
N -1.6257 -0.3311 -1.6730
H -3.3699 1.5822 -5.2349
H -2.0522 0.4363 -4.9319
H -2.0045 2.0463 -4.2038
H -4.8564 2.3200 -3.3672
H -3.5461 2.6119 -2.2153
H -4.8567 1.4897 -1.8091
H -5.1729 -0.0120 -4.3291
H -4.8858 -0.8553 -2.8015
H -3.8740 -1.2097 -4.2143

Record 7
12
Properties=species:S:1:pos:R:3 method="wB97M-V/def2-TZVPD" smiles="[H]/N=[NH+]/[S-].C#CC" energy_ev=-17019.0781 e_homo_ev="-8.772 / -8.771" gap_ev="8.24 / 8.25" relative_energy_kcal_mol=114.4
C -0.4463 1.1596 -0.2935
C -0.4533 0.1060 -0.8347
C -0.5335 -1.1893 -1.4992
N 1.4203 0.3131 3.3807
N 0.9372 0.0173 2.1818
S 1.1481 -1.4091 1.4528
H 0.5799 0.7403 1.5160
H -0.3640 2.1948 -0.0357
H -1.2332 -1.8781 -1.0512
H -0.8890 -0.8762 -2.5707
H 0.4586 -1.6299 -1.4952
H 1.3815 1.3911 3.5828

Record 8
29
Properties=species:S:1:pos:R:3 method="wB97M-V/def2-TZVPD" smiles=C[C@@H]1CCN1.C#CCN(C)C energy_ev=-12601.4804 e_homo_ev=-8.749 gap_ev=9.75 relative_energy_kcal_mol=87.8
C -1.5674 0.5376 1.3809
C -2.2706 0.6454 0.0368
C -3.5857 -0.1541 -0.0577
C -2.7696 -1.2157 -0.8172
C 1.7643 -0.9711 0.7026
C 3.9598 -0.6279 -0.1741
C 2.1908 0.8036 -0.8634
C 1.0266 1.6054 -0.4740
C 0.0586 2.2682 -0.1735
H -1.5140 -0.5039 1.7155
H -2.0929 1.1188 2.1516
H -0.5480 0.9070 1.3454
H -2.3592 1.6978 -0.2696
H -4.0454 -0.4565 0.8892
H -4.3442 0.3330 -0.6842
H -3.2128 -1.6143 -1.7288
H -2.4713 -2.0565 -0.1835
H -0.7676 -0.5444 -0.8640
H 0.8555 -0.4718 1.0390
H 2.1787 -1.5101 1.5607
H 1.4967 -1.7052 -0.0765
H 4.6959 0.1334 -0.4633
H 4.3853 -1.1960 0.6727
H 3.8152 -1.3221 -1.0190
H 1.9138 0.1696 -1.7253
H 2.9817 1.4750 -1.2230
H -0.7894 2.8557 0.1075
N -1.7105 -0.2114 -1.0360
N 2.7258 0.0107 0.2310